Entry 1:
Computed, not measured: a gas-phase ion, C5H8BrN2 (charge +1) at a distorted geometry, with ωB97M-V with the def2-TZVPD basis set.

**Net charge**: +1
**M**: 176.04 g mol⁻¹
**E_tot**: -78324.3494 eV
**Orbital gap (alpha / beta)**: 6.66 / 6.28 eV
**LUMO energy (alpha / beta)**: -5.847 / -5.942 eV

Last column: Mulliken charge in e.
Atoms and positions in Å:
C -0.64432 1.46443 0.10179  0.02
C 0.61994 1.39657 -0.55219  -0.23
C -1.52885 0.71619 0.69355  0.40
C 2.10940 -1.86949 -0.26877  -0.68
C -2.69117 0.12611 1.09044  -0.85
N 1.38942 0.29520 -0.66097  0.21
N 1.17213 -0.89030 -0.11697  -0.46
Br -4.01775 -0.33203 -0.45068  -0.03
H -1.01936 2.49327 0.33964  0.34
H 1.16123 2.30218 -0.96933  0.30
H 3.13264 -1.48769 0.16840  0.29
H 1.71867 -2.76605 0.22591  0.28
H 2.39347 -2.03393 -1.40006  0.27
H -3.34396 0.90468 1.39639  0.35
H -2.70984 -0.76240 1.72338  0.42
H 2.25834 0.44325 -1.32055  0.36

***

Entry 2:
Computed, not measured: 2 unconnected molecules or ions with the total composition C5H8BrNO2 at a distorted geometry, with ωB97M-V with the def2-TZVPD basis set.

**SMILES**: Br[C@@H]1CCCN1.O=C=O
**M**: 194.03 g mol⁻¹
**E_tot**: -80942.0203 eV
**Orbital gap**: 9.04 eV
**LUMO energy**: 0.245 eV

Last column: Mulliken charge in e.
Atoms and positions in Å:
C -1.49101 0.45342 -3.40046  0.73
C 0.69593 0.20042 -0.49842  -0.61
C -0.01853 -1.17340 -0.48011  -0.23
C -0.19208 1.16194 0.40016  -0.59
C -1.35835 -0.89880 0.06574  -0.68
N -1.42146 0.41702 0.11674  -0.14
O -0.78519 1.29966 -3.08130  -0.38
O -2.22539 -0.37648 -3.66541  -0.35
Br -1.47899 -1.69306 2.09111  -0.39
H 1.63675 0.14398 -0.07286  0.47
H 0.80821 0.49366 -1.53459  0.18
H -0.19087 -1.57579 -1.49556  0.16
H 0.68071 -1.90224 0.19835  0.26
H 0.06185 1.35176 1.40433  0.35
H -0.38128 2.11142 -0.08038  0.29
H -2.26936 -1.32154 -0.21228  0.66
H -2.27107 1.05684 0.16097  0.27

***

Entry 3:
Computed, not measured: a molecular structure, C5H8Cl2O at a distorted geometry, with ωB97M-V with the def2-TZVPD basis set.

**M**: 155.02 g mol⁻¹
**E_tot**: -32404.4177 eV
**Orbital gap**: 9.58 eV
**LUMO energy**: -0.339 eV

Last column: Mulliken charge in e.
Atoms and positions in Å:
C -2.75190 -0.60055 0.07293  0.29
C -1.40316 -0.52101 0.44573  -0.45
C 0.94564 -0.06174 1.22260  -1.37
C 0.23918 0.21552 -1.22154  -1.39
C -0.18477 0.24222 0.30226  0.98
O -2.27937 -0.81836 1.45418  -0.38
Cl -3.57764 0.91814 -0.30830  -0.17
Cl -0.87827 -2.64398 -0.47789  -0.40
H -3.09550 -1.37274 -0.56006  0.37
H 0.88441 0.39279 2.27460  0.32
H 1.92425 0.32711 0.82542  0.35
H 1.13456 -1.11004 1.21799  0.35
H 0.96399 -0.54671 -1.30004  0.48
H 0.94541 1.05201 -1.39170  0.41
H -0.64842 0.06868 -1.89019  0.32
H -0.63146 1.24611 0.57516  0.28

***

Entry 4:
Computed, not measured: a molecular structure, C5H8Cl2Si at a distorted geometry, with ωB97M-V with the def2-TZVPD basis set.

**M**: 167.11 g mol⁻¹
**E_tot**: -38234.1116 eV
**Orbital gap (alpha / beta)**: 7.66 / 7.36 eV
**LUMO energy (alpha / beta)**: -0.189 / -1.037 eV

Last column: Mulliken charge in e.
Atoms and positions in Å:
C -1.76286 -0.02007 -0.97427  -0.54
C -1.63039 -0.57613 0.22692  -0.25
C -1.91642 1.35580 -0.26164  -0.29
C -1.78068 0.63430 1.12746  -0.32
C 2.38605 -1.32613 -0.52204  -0.92
Si 2.74366 0.45095 0.20598  0.41
Cl 4.57191 0.74962 0.99551  -0.22
Cl 2.51132 1.80837 -1.23690  -0.21
H -2.01146 -0.28147 -1.89216  0.51
H -0.95439 2.00447 -0.40230  0.15
H -2.89214 1.80028 -0.38852  0.32
H -2.70684 0.51097 1.74897  0.22
H -0.89637 0.82311 1.81452  0.23
H 3.29959 -1.87380 -0.90493  0.32
H 1.88995 -1.94353 0.20048  0.33
H 1.71412 -1.28938 -1.40186  0.27

***

Table of relative energy (zero: lowest compared OMol25 entry of this formula, charge and spin) (kcal/mol), in record order: 167.00 0.00 45.07 122.57